ORCA calculation (ωB97M-V/def2-TZVPD) on C22H19F2N5O2S3Ti as an isolated structure at a distorted geometry.

The geometry in ORCA input format:
```
! wB97M-V def2-TZVPD RIJCOSX def2/J DEFGRID3
* xyz 1 2
Ti -0.153 -0.456 -0.249
F -5.549 0.649 -1.148
C -4.571 0.133 -0.392
C -3.268 0.180 -0.851
C -2.252 -0.351 -0.069
C -2.563 -0.943 1.178
C -3.895 -0.938 1.590
F -4.243 -1.445 2.787
C -4.917 -0.411 0.828
C -1.476 -1.544 2.019
C -1.668 -2.482 3.032
C -0.574 -3.026 3.681
C 0.713 -2.621 3.360
C 0.844 -1.666 2.376
N -0.209 -1.161 1.728
H -3.074 0.655 -1.805
H -5.938 -0.418 1.181
H -2.666 -2.793 3.292
H -0.733 -3.777 4.444
H 1.585 -3.021 3.854
H 1.814 -1.277 2.088
O 4.145 2.016 0.244
C 4.375 1.115 -0.725
C 5.709 0.910 -1.084
C 6.033 -0.009 -2.056
C 5.043 -0.753 -2.702
C 3.727 -0.551 -2.359
C 3.365 0.382 -1.375
C 1.947 0.566 -1.072
O 1.055 -0.144 -1.748
N 1.604 1.389 -0.101
N 0.208 1.539 0.131
C -0.147 2.726 0.477
S -1.779 3.023 0.999
C -1.611 4.823 0.940
C -0.201 5.167 1.384
S 0.940 4.077 0.493
H 3.182 2.054 0.405
H 6.468 1.489 -0.578
H 7.073 -0.152 -2.319
H 5.309 -1.475 -3.460
H 2.944 -1.116 -2.843
H -2.359 5.248 1.607
H -1.798 5.168 -0.076
H -0.078 5.015 2.455
H 0.062 6.193 1.135
N -0.965 -1.988 -3.264
C -1.304 -2.792 -2.259
N -2.464 -3.437 -2.315
S -0.264 -2.996 -0.908
H -1.527 -1.893 -4.095
H -0.065 -1.538 -3.239
H -3.109 -3.333 -3.081
H -2.725 -4.015 -1.537
*
```

Summary:
E_LUMO (spin up / spin down): -0.1137 / -0.1117 Ha
Frontier orbital gap (spin up / spin down): 7.642 / 7.699 eV
Molar mass: 567.49 g/mol
Energy relative to the best compared isomer or geometry (same formula, charge and spin): 0.0 kJ/mol
HOMO level (spin up / spin down): -10.74 / -10.74 eV